This record from the Open Molecules 2025 dataset describes the molecule C5H8N2O at a distorted geometry. The level of theory is the ωB97M-V functional and the def2-TZVPD basis.

Kohn-Sham gap   8.81 eV
Total energy   -10341.2322 eV
Energy above the lowest of the compared OMol25 structures with the same formula, charge and spin   34.4 kcal per mole
Structure (SMILES)   NCc1occc1N

The geometry in ORCA input format:
```
! wB97M-V def2-TZVPD RIJCOSX def2/J DEFGRID3
* xyz 0 1
C 1.17076 -1.16085 -0.19803
C 0.40339 0.00674 0.27567
C -0.48381 1.37927 1.78467
C -1.05331 1.68677 0.60920
C -0.52638 0.73529 -0.36285
H 1.01683 -3.13592 -0.18585
H -0.39055 -2.34257 -0.01005
H 2.19752 -1.01301 0.11856
H 1.19249 -1.00580 -1.28782
H -0.49451 1.87351 2.77817
H -1.85554 2.40922 0.48606
H -1.30193 1.57251 -1.94050
H -0.01695 0.34924 -2.26587
N 0.58528 -2.39576 0.28604
N -0.82137 0.68583 -1.70076
O 0.37809 0.35554 1.61335
*
```

Mulliken atomic charge list, values in e, 2 entries:
1. C -0.57
2. C -0.15